# 1
C15H18N3O6PS3Zn as an isolated structure. Source: the Open Molecules 2025 dataset; level of theory: the ωB97M-V functional and the def2-TZVPD basis.

Summary:
Strongest force on any atom (Eh/bohr): 0.01379
Total charge: -1
Multiplicity: 2
Kohn-Sham gap (spin up / spin down) (eV): 5.0 / 7.6
Relative energy (zero: lowest compared OMol25 entry of this formula, charge and spin) (kcal per mole): 0.00
LUMO energy (spin up / spin down) (eV): 2.30 / 2.30
E (eV): -122822.385

Positions of all 47 atoms, in Å:
Zn: -0.161 -0.144 -0.262
O: -1.525 3.827 -1.387
C: -1.182 2.608 -0.854
O: -0.600 1.752 -1.577
C: -1.490 2.393 0.499
C: -2.116 3.288 1.412
C: -2.357 2.861 2.687
C: -2.019 1.536 3.094
C: -1.407 0.720 2.173
N: -1.125 1.136 0.935
C: -1.045 -0.741 2.432
O: -1.457 -1.294 3.458
O: -0.352 -1.285 1.488
H: -1.250 3.769 -2.307
H: -2.392 4.283 1.081
H: -2.825 3.535 3.396
H: -2.232 1.156 4.084
C: 5.533 -1.494 -1.585
C: 5.314 -0.086 -1.066
O: 4.660 -0.111 0.214
P: 3.135 0.373 0.411
S: 2.623 0.258 2.264
S: 2.032 -0.605 -1.002
O: 3.276 1.868 -0.163
C: 2.242 2.870 0.014
C: 2.452 3.730 1.244
H: 6.153 -1.462 -2.489
H: 4.579 -1.962 -1.825
H: 6.042 -2.099 -0.829
H: 4.736 0.509 -1.772
H: 6.270 0.410 -0.903
H: 1.264 2.391 0.032
H: 2.289 3.483 -0.881
H: 2.393 3.123 2.145
H: 1.675 4.502 1.285
H: 3.436 4.209 1.210
S: -1.601 -1.702 -1.591
C: -1.297 -2.938 -0.459
N: -0.012 -3.381 -0.336
C: 0.397 -4.130 0.680
C: -0.516 -4.626 1.551
C: -1.848 -4.288 1.304
N: -2.244 -3.496 0.334
H: 0.678 -2.876 -0.885
H: 1.462 -4.294 0.763
H: -0.222 -5.224 2.400
H: -2.635 -4.669 1.949

Löwdin population analysis, charges in e, atoms 1 to 8: number 1, Zn, carries 0.348; number 2, O, carries 0.064; number 3, C, carries -0.512; number 4, O, carries -0.074; number 5, C, carries -0.215; number 6, C, carries -0.029; number 7, C, carries -0.087; number 8, C, carries -0.025

# 2
A 2-piece molecular cluster, C6H11N3O overall. Source: the Open Molecules 2025 dataset; level of theory: the ωB97M-V functional and the def2-TZVPD basis.

Summary:
Strongest force on any atom (Eh/bohr): 0.03403
Total charge: +1
Multiplicity: 2
Kohn-Sham gap (spin up / spin down) (eV): 9.5 / 5.6
Relative energy (zero: lowest compared OMol25 entry of this formula, charge and spin) (kcal per mole): 0.00
LUMO energy (spin up / spin down) (eV): -3.68 / -7.59
E (eV): -12910.727

Positions of all 21 atoms, in Å:
C: 2.719 -0.580 -2.385
C: -0.472 0.910 -2.594
C: 1.419 0.040 -2.150
C: 0.788 0.405 -0.908
N: 0.588 0.346 -3.158
N: -0.402 0.917 -1.220
H: -1.118 1.442 -3.231
H: -1.181 1.100 -0.594
H: 1.103 0.305 0.124
H: 2.566 -1.660 -2.542
H: 3.455 -0.577 -1.579
H: 3.118 -0.214 -3.313
C: -0.133 -1.438 2.669
C: -1.174 -0.351 2.609
O: -1.952 -0.168 1.689
N: -1.282 0.371 3.752
H: -0.212 -1.914 3.648
H: 0.851 -1.005 2.629
H: -1.926 1.139 3.687
H: -0.489 0.449 4.372
H: -0.234 -2.129 1.838

Löwdin population analysis, charges in e, atoms 1 to 8: number 1, C, carries 0.011; number 2, C, carries -0.016; number 3, C, carries -0.233; number 4, C, carries 0.095; number 5, N, carries 0.164; number 6, N, carries 0.154; number 7, H, carries 0.143; number 8, H, carries 0.175

# 3
C3H5FO2S as an isolated structure. Source: the Open Molecules 2025 dataset; level of theory: the ωB97M-V functional and the def2-TZVPD basis.

Summary:
Strongest force on any atom (Eh/bohr): 0.09111
Multiplicity: 1
Kohn-Sham gap (eV): 10.9
Relative energy (zero: lowest compared OMol25 entry of this formula, charge and spin) (kcal per mole): 95.70
LUMO energy (eV): 0.68
E (eV): -20835.322

Positions of all 12 atoms, in Å:
C: 1.297 0.127 1.148
C: 0.936 0.732 -0.252
C: -0.700 -0.170 -0.973
O: 3.670 0.499 -0.191
O: 2.349 -1.629 -0.513
F: 0.930 2.037 -0.272
S: 2.421 -0.232 -0.147
H: 1.511 0.961 1.937
H: 0.493 -0.591 1.364
H: -1.673 0.238 -0.705
H: -0.529 -1.120 -0.478
H: -0.564 -0.150 -2.080

Löwdin population analysis, charges in e, atoms 1 to 8: number 1, C, carries -0.157; number 2, C, carries -0.453; number 3, C, carries 0.076; number 4, O, carries -0.295; number 5, O, carries -0.304; number 6, F, carries 0.066; number 7, S, carries 0.707; number 8, H, carries 0.148

# 4
C3H2I3NO as an isolated structure. Source: the Open Molecules 2025 dataset; level of theory: the ωB97M-V functional and the def2-TZVPD basis.

Summary:
Strongest force on any atom (Eh/bohr): 0.09885
Multiplicity: 1
Kohn-Sham gap (eV): 7.8
Relative energy (zero: lowest compared OMol25 entry of this formula, charge and spin) (kcal per mole): 0.00
LUMO energy (eV): -0.42
E (eV): -30977.838

Positions of all 10 atoms, in Å:
C: 0.145 2.555 0.175
C: 1.142 2.395 0.999
C: 0.050 -0.665 0.801
N: -0.693 -1.354 1.388
O: 0.799 -0.226 0.028
I: 0.419 2.214 -1.892
I: 3.181 1.853 0.484
I: 0.526 2.396 3.073
H: -1.152 2.140 -2.114
H: -1.616 -1.140 1.821

Löwdin population analysis, charges in e, atoms 1 to 8: number 1, C, carries -0.772; number 2, C, carries -1.432; number 3, C, carries -0.469; number 4, N, carries 0.201; number 5, O, carries -0.030; number 6, I, carries 1.170; number 7, I, carries 0.687; number 8, I, carries 0.702

# 5
An isolated ion of composition C4H5INO4S and charge -1. Source: the Open Molecules 2025 dataset; level of theory: the ωB97M-V functional and the def2-TZVPD basis.

Summary:
Strongest force on any atom (Eh/bohr): 0.18072
Total charge: -1
Multiplicity: 1
Kohn-Sham gap (spin up / spin down) (eV): 7.0 / 7.0
Relative energy (zero: lowest compared OMol25 entry of this formula, charge and spin) (kcal per mole): 71.35
LUMO energy (spin up / spin down) (eV): 1.97 / 1.97
E (eV): -32842.871
Structure (SMILES): C=[S@@]([O-])(I)=NC(=O)CC(=O)O

Positions of all 16 atoms, in Å:
C: 0.699 2.662 0.004
S: 1.412 1.209 -0.388
O: 1.899 1.633 -2.097
I: 3.549 0.289 0.569
N: 0.401 0.041 -0.533
C: -0.414 -0.140 0.628
O: -0.115 0.408 1.677
C: -1.532 -1.117 0.555
C: -1.365 -2.251 -0.476
O: -2.000 -3.245 -0.260
O: -0.404 -2.143 -1.401
H: 1.503 3.477 0.111
H: 0.198 2.588 0.889
H: -1.436 -1.731 1.449
H: -2.438 -0.457 0.474
H: 0.042 -1.222 -1.201

Löwdin population analysis, charges in e, atoms 1 to 8: number 1, C, carries -0.266; number 2, S, carries 0.410; number 3, O, carries -0.577; number 4, I, carries 0.322; number 5, N, carries -0.265; number 6, C, carries -0.537; number 7, O, carries -0.005; number 8, C, carries -0.007

# 6
A 2-piece molecular cluster, C4H13NO2 overall. Source: the Open Molecules 2025 dataset; level of theory: the ωB97M-V functional and the def2-TZVPD basis.

Summary:
Strongest force on any atom (Eh/bohr): 0.04659
Multiplicity: 1
Kohn-Sham gap (eV): 9.2
Relative energy (zero: lowest compared OMol25 entry of this formula, charge and spin) (kcal per mole): 33.35
LUMO energy (eV): 0.80
E (eV): -9942.750
Structure (SMILES): CCCNCO.O

Positions of all 20 atoms, in Å:
C: 1.813 -2.406 -1.431
C: 0.487 -2.666 -0.677
C: 0.382 -1.689 0.502
N: -0.064 -0.317 0.323
C: 0.731 0.831 0.514
O: -0.016 2.021 0.837
H: 2.724 -2.556 -0.844
H: 1.936 -3.057 -2.296
H: 1.762 -1.367 -1.780
H: -0.328 -2.470 -1.364
H: 0.495 -3.623 -0.167
H: 1.409 -1.543 0.887
H: -0.270 -2.109 1.277
H: -1.062 -0.154 0.388
H: 1.286 1.184 -0.371
H: 1.557 0.665 1.222
H: 0.496 2.525 1.461
O: -2.932 3.442 -0.189
H: -2.673 2.512 -0.215
H: -2.917 3.732 0.730

Löwdin population analysis, charges in e, atoms 1 to 8: number 1, C, carries -0.115; number 2, C, carries -0.233; number 3, C, carries -0.244; number 4, N, carries -0.059; number 5, C, carries -0.317; number 6, O, carries -0.056; number 7, H, carries 0.069; number 8, H, carries 0.060

# 7
A 9-piece molecular cluster, C34H65Br2N3O35PS9 overall. Source: the Open Molecules 2025 dataset; level of theory: the ωB97M-V functional and the def2-TZVPD basis.

Summary:
Strongest force on any atom (Eh/bohr): 0.08980
Total charge: +1
Multiplicity: 1
Kohn-Sham gap (eV): 6.6
LUMO energy (eV): -4.63
E (eV): -359313.824

Positions of all 149 atoms, in Å:
C: -0.109 3.058 -0.828
C: 0.521 1.595 -1.129
S: -0.876 0.548 -1.815
C: -1.404 -0.666 -0.484
C: -0.674 -2.063 -0.769
C: -0.030 -2.842 0.491
P: 0.447 -1.985 2.107
N: -0.837 -1.889 3.090
N: 0.084 -4.097 0.080
C: 0.698 -5.061 1.013
Br: 2.677 -5.222 0.917
C: 0.002 -5.871 1.938
C: -1.583 -5.801 2.064
Br: 1.068 -7.126 3.048
C: -0.414 -4.386 -1.321
O: -1.085 -5.661 -1.225
C: -1.283 -3.100 -1.824
C: -2.863 -3.445 -1.760
C: -3.741 -2.252 -2.380
C: -5.093 -1.921 -1.587
C: -4.949 -1.854 0.010
N: -5.329 -0.538 0.619
C: -6.165 -0.736 1.836
C: -5.751 -1.740 3.010
O: -7.231 -0.077 1.948
C: -0.903 -2.947 -3.380
O: 0.514 -2.772 -3.604
C: 1.003 -3.606 -4.682
H: -1.231 3.104 -1.038
H: 0.402 3.829 -1.491
H: 0.091 3.295 0.277
H: 0.990 1.138 -0.181
H: 1.327 1.681 -1.946
H: -1.116 -0.202 0.534
H: -2.539 -0.701 -0.499
H: 0.295 -1.720 -1.308
H: 0.807 -0.615 1.793
H: 1.569 -2.664 2.694
H: -0.536 -2.387 3.956
H: -1.915 -6.769 2.593
H: -2.118 -5.709 1.065
H: -1.835 -4.928 2.767
H: 0.570 -4.603 -1.863
H: -1.488 -5.909 -2.087
H: -2.992 -4.359 -2.455
H: -3.184 -3.796 -0.727
H: -4.054 -2.594 -3.435
H: -3.094 -1.313 -2.558
H: -5.974 -2.602 -1.852
H: -5.417 -0.866 -1.927
H: -5.652 -2.665 0.437
H: -3.904 -2.135 0.401
H: -4.424 -0.101 0.886
H: -6.355 -1.472 3.947
H: -6.046 -2.789 2.670
H: -4.615 -1.710 3.203
H: -1.317 -3.820 -4.014
H: -1.417 -2.007 -3.807
H: 0.840 -3.092 -5.715
H: 0.561 -4.671 -4.685
H: 2.144 -3.702 -4.540
C: 3.975 5.247 2.856
C: 2.486 5.421 3.088
O: 1.865 4.397 2.304
S: 2.844 3.106 2.253
O: 2.406 2.172 3.249
O: 3.041 2.744 0.878
O: 4.185 3.834 2.798
H: 4.279 5.675 1.896
H: 4.571 5.689 3.654
H: 2.130 6.407 2.786
H: 2.226 5.247 4.135
C: 6.444 -3.197 1.022
C: 6.673 -4.522 1.732
O: 8.054 -4.516 2.090
S: 8.516 -2.990 2.397
O: 8.469 -2.782 3.813
O: 9.673 -2.700 1.607
O: 7.236 -2.244 1.734
H: 6.802 -3.235 -0.009
H: 5.394 -2.900 1.030
H: 6.443 -5.378 1.098
H: 6.085 -4.582 2.653
C: -7.208 1.386 5.728
C: -8.513 0.608 5.789
O: -8.794 0.467 7.181
S: -8.231 1.768 7.971
O: -9.316 2.682 8.164
O: -7.394 1.320 9.041
O: -7.289 2.345 6.782
H: -6.351 0.735 5.926
H: -7.070 1.885 4.768
H: -8.439 -0.368 5.310
H: -9.331 1.175 5.334
C: 4.193 7.450 7.605
C: 2.701 7.624 7.835
O: 2.085 6.599 7.050
S: 3.064 5.309 7.001
O: 2.628 4.373 7.992
O: 3.265 4.947 5.627
O: 4.405 6.037 7.547
H: 4.497 7.880 6.645
H: 4.789 7.892 8.404
H: 2.344 8.612 7.532
H: 2.441 7.449 8.884
C: 3.329 13.279 6.649
C: 1.836 13.453 6.878
O: 1.221 12.427 6.096
S: 2.200 11.137 6.050
O: 1.762 10.203 7.048
O: 2.402 10.769 4.683
O: 3.540 11.867 6.596
H: 3.634 13.706 5.690
H: 3.923 13.724 7.448
H: 1.479 14.436 6.573
H: 1.574 13.281 7.926
C: 5.324 -1.807 -4.066
C: 6.719 -2.177 -4.544
O: 7.118 -3.267 -3.711
S: 5.810 -4.136 -3.312
O: 5.724 -5.256 -4.200
O: 5.776 -4.272 -1.886
O: 4.690 -3.050 -3.756
H: 5.366 -1.209 -3.151
H: 4.756 -1.268 -4.825
H: 7.422 -1.348 -4.458
H: 6.701 -2.531 -5.579
C: 0.665 -6.210 -9.106
C: -0.581 -6.520 -8.293
O: -0.958 -5.274 -7.704
S: -0.553 -4.068 -8.711
O: -1.715 -3.706 -9.466
O: 0.232 -3.115 -7.982
O: 0.431 -4.920 -9.676
H: 1.549 -6.144 -8.466
H: 0.840 -6.946 -9.891
H: -0.400 -7.271 -7.524
H: -1.401 -6.851 -8.937
C: -3.494 -0.843 -10.921
C: -3.700 -1.170 -9.450
O: -4.651 -0.210 -8.988
S: -5.663 0.160 -10.202
O: -6.850 -0.626 -10.053
O: -5.688 1.582 -10.351
O: -4.784 -0.474 -11.410
H: -2.824 0.012 -11.046
H: -3.103 -1.693 -11.481
H: -2.776 -1.103 -8.876
H: -4.135 -2.165 -9.324

Löwdin population analysis, charges in e, atoms 1 to 8: number 1, C, carries -0.165; number 2, C, carries -0.487; number 3, S, carries 0.826; number 4, C, carries -0.411; number 5, C, carries -0.213; number 6, C, carries -0.130; number 7, P, carries 0.805; number 8, N, carries -0.297